ORCA calculation (the ωB97M-V functional and the def2-TZVPD basis) on one molecule with the formula C3H5NO2.

Computed properties:
energy above the lowest of the compared OMol25 structures with the same formula, charge and spin: 140.5 kJ/mol
SMILES string: O=C=NCCO
HOMO: -10.51 eV
largest force on an atom: 1.4 eV/Å
2S+1: 1
net charge: 0
E_LUMO: 0.66 eV

Structure (XYZ):
```
11
Properties=species:S:1:pos:R:3:mulliken_charge:R:1
O 1.71617 -1.94631 0.86697 -0.4659
C 0.58379 -1.68625 0.66161 0.7014
N -0.59973 -1.44491 0.49059 -0.4641
C -1.06126 -0.13552 -0.00404 -0.2747
C 0.24249 0.62781 -0.19403 -0.3434
O 0.22068 1.70643 -1.08174 -0.5299
H -1.76052 0.29075 0.72545 0.2495
H -1.56144 -0.21720 -0.97470 0.2745
H 0.58183 0.94093 0.80828 0.3052
H 0.88116 -0.17082 -0.57804 0.2118
H 1.00650 2.23134 -0.88369 0.3357
```